Below is 2 unconnected molecules or ions with the total composition C4H7N3O2 at a distorted geometry, with properties calculated with ωB97M-V with the def2-TZVPD basis set.

energy relative to the best compared isomer or geometry (same formula, charge and spin) = 0.470 eV
lowest unoccupied orbital energy = 0.5 eV
DFT total energy = -471.38576 Ha
SMILES string = O=C(O)n1ccnc1.N

Cartesian coordinates (Å):
O1 -1.317 -0.007 -1.625
C1 -0.534 -0.580 -0.900
O2 -0.374 -1.904 -0.871
N1 0.647 0.052 -0.449
C2 0.980 1.374 -0.682
C3 2.168 1.567 -0.040
N2 2.581 0.395 0.566
C4 1.668 -0.495 0.291
H1 -0.946 -2.313 -1.533
H2 0.321 2.043 -1.225
H3 2.732 2.491 0.054
H4 1.649 -1.530 0.623
N3 -2.225 -0.302 1.252
H5 -3.123 -0.709 1.001
H6 -2.356 0.686 1.457
H7 -1.870 -0.768 2.083

***

Below is a single C4H4N2S molecule at a distorted geometry, with properties calculated with ωB97M-V with the def2-TZVPD basis set.

energy relative to the best compared isomer or geometry (same formula, charge and spin) = 3.234 eV
lowest unoccupied orbital energy = 0.4 eV
DFT total energy = -662.40679 Ha
SMILES string = CN=C=C(S)C#N

Cartesian coordinates (Å):
C1 2.476 0.214 0.315
N1 1.025 0.060 0.070
C2 -0.213 0.047 0.106
C3 -1.631 -0.088 -0.024
S1 -2.173 -1.728 0.421
C4 -2.357 1.120 -0.309
N2 -3.077 1.897 -0.763
H1 2.581 -0.243 1.266
H2 2.683 1.205 0.113
H3 3.060 -0.202 -0.408
H4 -2.373 -2.282 -0.787

***

Below is a molecular structure, C14H14ClNO2Pd at a distorted geometry, with properties calculated with ωB97M-V with the def2-TZVPD basis set.

lowest unoccupied orbital energy (spin up / spin down) = -7.0 / -11.4 eV
charge = +2
DFT total energy = -1334.40144 Ha
⟨S²⟩ = 6.0180
spin multiplicity = 5

Cartesian coordinates (Å):
Cl1 0.825 0.636 -2.901
C1 -2.419 -0.610 -0.584
C2 -2.042 -1.109 0.700
C3 -0.965 -2.044 0.512
H1 -2.519 -0.890 1.645
C4 -0.640 -2.059 -0.898
C5 -1.544 -1.156 -1.545
H2 -1.522 -0.978 -2.618
H3 -3.239 0.066 -0.778
H4 -0.483 -2.677 1.255
C6 0.349 -2.938 -1.548
Pd1 0.042 -0.084 0.155
C7 0.003 0.277 2.116
C8 -0.050 1.717 -0.834
O1 0.045 0.596 3.238
O2 -0.223 2.861 -0.802
H5 1.164 -3.183 -0.874
H6 0.763 -2.456 -2.429
H7 -0.105 -3.878 -1.860
C9 6.395 1.109 0.153
C10 4.936 0.783 0.157
C11 4.052 1.623 0.816
C12 2.693 1.337 0.789
N1 2.240 0.245 0.176
C13 3.065 -0.574 -0.472
C14 4.433 -0.350 -0.475
H8 6.591 2.092 -0.308
H9 6.807 1.162 1.173
H10 6.975 0.362 -0.403
H11 4.403 2.499 1.348
H12 1.970 1.990 1.287
H13 2.612 -1.405 -1.014
H14 5.078 -1.057 -0.975

***

Below is 3 unconnected molecules or ions with the total composition C2H4ClO4P at a distorted geometry, with properties calculated with ωB97M-V with the def2-TZVPD basis set.

energy relative to the best compared isomer or geometry (same formula, charge and spin) = 2.051 eV
lowest unoccupied orbital energy = 4.6 eV
charge = -2
DFT total energy = -1181.23929 Ha

Cartesian coordinates (Å):
C1 -0.066 0.896 0.156
C2 1.265 0.620 -0.484
O1 -2.311 -4.566 -0.824
O2 -0.442 -2.898 -0.295
O3 -0.537 -5.130 0.964
O4 1.483 -0.608 -0.766
P1 -1.096 -4.218 -0.054
Cl1 16.319 -0.572 0.222
H1 -0.682 -0.003 0.287
H2 0.115 1.364 1.124
H3 -0.600 1.623 -0.456
H4 0.785 -1.294 -0.552

***

Below is a single C3H3BrO molecule at a distorted geometry, with properties calculated with ωB97M-V with the def2-TZVPD basis set.

energy relative to the best compared isomer or geometry (same formula, charge and spin) = 3.368 eV
lowest unoccupied orbital energy = -0.3 eV
DFT total energy = -2765.20873 Ha

Cartesian coordinates (Å):
C1 0.036 0.294 -0.179
C2 -0.994 1.053 -0.316
C3 0.834 -0.806 0.174
O1 -1.696 0.273 -1.044
Br1 -1.466 2.686 0.469
H1 1.007 -0.749 1.314
H2 1.893 -0.990 -0.202
H3 0.387 -1.762 -0.215

***

Below is 18 unconnected molecules or ions with the total composition C27H89BBrNO22P at a distorted geometry, with properties calculated with ωB97M-V with the def2-TZVPD basis set.

lowest unoccupied orbital energy = 1.7 eV
charge = -1
DFT total energy = -5731.93565 Ha

Cartesian coordinates (Å):
C1 -6.151 1.831 -0.129
C2 -4.984 2.771 -0.521
B1 -3.652 2.052 -1.057
O1 -3.015 2.653 -2.165
P1 -2.785 0.480 -0.333
Br1 -4.406 -1.070 -1.163
O2 -1.267 1.269 0.114
C3 -1.045 1.088 1.496
C4 0.071 1.907 2.130
C5 1.467 1.264 1.910
C6 1.560 -0.128 2.505
N1 1.111 -0.430 3.851
O3 1.979 -1.023 1.833
C7 -2.476 1.212 2.127
C8 -2.618 1.062 3.640
C9 -2.436 -0.466 4.046
C10 -3.685 -1.437 3.599
O4 -2.230 -1.328 2.990
O5 -3.428 0.610 1.292
H1 -5.849 0.944 0.439
H2 -6.845 2.393 0.528
H3 -6.749 1.500 -0.989
H4 -4.729 3.485 0.290
H5 -5.355 3.406 -1.352
H6 -2.600 3.473 -1.837
H7 -2.170 0.279 -1.619
H8 -2.102 -0.725 0.052
H9 -0.795 0.007 1.587
H10 0.105 2.895 1.638
H11 -0.074 2.102 3.203
H12 2.204 1.921 2.413
H13 1.725 1.268 0.845
H14 1.949 -0.650 4.392
H15 0.652 -1.338 3.755
H16 -2.672 2.313 1.960
H17 -3.599 1.349 4.036
H18 -1.804 1.539 4.205
H19 -1.968 -0.671 5.016
H20 -4.281 -0.482 3.443
H21 -3.986 -1.813 2.600
C11 -0.226 2.744 -4.277
O6 -1.183 1.831 -4.792
H22 0.541 2.905 -5.033
H23 -0.707 3.699 -4.044
H24 0.235 2.329 -3.375
H25 -1.849 1.708 -4.101
C12 -0.261 -2.415 -2.304
O7 -1.532 -1.824 -2.117
H26 0.434 -1.963 -1.597
H27 -0.310 -3.494 -2.116
H28 0.097 -2.235 -3.324
H29 -2.139 -2.232 -2.747
C13 -3.469 -1.080 -5.645
O8 -3.419 -1.759 -4.398
H30 -3.417 -1.807 -6.452
H31 -4.406 -0.522 -5.726
H32 -2.618 -0.395 -5.719
H33 -3.461 -1.061 -3.731
C14 -1.419 -0.432 8.324
O9 -1.190 0.055 7.004
H34 -2.470 -0.295 8.562
H35 -1.172 -1.495 8.380
H36 -0.810 0.124 9.043
H37 -0.254 -0.075 6.807
C15 3.527 -1.506 7.135
O10 3.806 -1.056 5.816
H38 2.475 -1.323 7.346
H39 3.729 -2.577 7.219
H40 4.139 -0.959 7.858
H41 4.743 -1.226 5.646
C16 -2.330 -1.892 -9.289
O11 -3.637 -1.352 -9.094
H42 -1.680 -1.503 -8.507
H43 -2.362 -2.982 -9.223
H44 -1.942 -1.595 -10.261
H45 -4.201 -1.704 -9.790
C17 -0.313 3.477 8.584
O12 -0.509 3.230 7.200
H46 0.045 4.497 8.705
H47 -1.257 3.362 9.126
H48 0.431 2.785 8.992
H49 -0.827 2.321 7.115
C18 5.693 1.426 4.137
O13 6.758 1.569 5.077
H50 5.873 0.539 3.537
H51 4.745 1.312 4.670
H52 5.653 2.305 3.489
H53 6.576 2.357 5.598
C19 0.387 -3.721 -11.820
O14 -0.926 -3.188 -11.652
H54 1.023 -3.325 -11.032
H55 0.360 -4.808 -11.745
H56 0.790 -3.424 -12.793
H57 -1.475 -3.550 -12.355
C20 -5.457 2.169 -4.838
O15 -6.738 2.772 -4.647
H58 -4.756 2.608 -4.132
H59 -5.522 1.093 -4.656
H60 -5.106 2.353 -5.857
H61 -7.341 2.369 -5.279
C21 1.574 -5.623 -8.669
O16 1.982 -5.861 -10.015
H62 0.549 -5.966 -8.556
H63 2.216 -6.175 -7.978
H64 1.622 -4.556 -8.442
H65 2.890 -5.552 -10.098
C22 3.426 3.227 -4.685
O17 2.855 3.429 -5.975
H66 2.722 2.661 -4.081
H67 4.359 2.664 -4.775
H68 3.618 4.192 -4.209
H69 3.489 3.930 -6.496
C23 7.855 -2.445 3.836
O18 6.575 -1.825 3.951
H70 8.543 -1.953 4.519
H71 7.772 -3.499 4.098
H72 8.227 -2.344 2.813
H73 5.986 -2.278 3.338
C24 -1.583 6.177 -0.468
O19 -2.546 5.183 -0.802
H74 -0.848 6.232 -1.269
H75 -2.075 7.148 -0.362
H76 -1.084 5.907 0.464
H77 -3.187 5.147 -0.084
C25 6.463 -6.503 4.204
O20 7.317 -5.671 3.415
H78 6.699 -6.346 5.254
H79 5.419 -6.238 4.025
H80 6.630 -7.553 3.950
H81 7.094 -5.824 2.492
C26 1.894 -6.100 4.134
O21 3.236 -5.634 4.268
H82 1.734 -6.895 4.859
H83 1.192 -5.287 4.331
H84 1.729 -6.491 3.128
H85 3.358 -4.932 3.620
C27 0.279 6.372 3.049
O22 -0.686 5.381 2.722
H86 1.010 6.418 2.244
H87 -0.202 7.349 3.154
H88 0.787 6.111 3.981
H89 -1.323 5.353 3.444

***

What is the formula in the third record?
C14H14ClNO2Pd

***

Copy entry 5 word for word.
Below is a single C3H3BrO molecule at a distorted geometry, with properties calculated with ωB97M-V with the def2-TZVPD basis set.

energy relative to the best compared isomer or geometry (same formula, charge and spin) = 3.368 eV
lowest unoccupied orbital energy = -0.3 eV
DFT total energy = -2765.20873 Ha

Cartesian coordinates (Å):
C1 0.036 0.294 -0.179
C2 -0.994 1.053 -0.316
C3 0.834 -0.806 0.174
O1 -1.696 0.273 -1.044
Br1 -1.466 2.686 0.469
H1 1.007 -0.749 1.314
H2 1.893 -0.990 -0.202
H3 0.387 -1.762 -0.215

***

Among the records above, which one has the lowest DFT total energy?
C27H89BBrNO22P

***

DFT total energy of number 1 (C4H7N3O2)?
-471.38576 Ha